Record 1
Computed, not measured: 7 unconnected molecules or ions with the total composition H14O7, with wB97M-V/def2-TZVPD.

Last column: natural (NBO) charge in e.
Atoms and positions in Å:
O: -3.28 2.19 1.72  -0.940
O: -4.19 2.24 -2.83  -0.936
O: 3.53 -1.61 -0.31  -0.939
O: 0.30 1.59 2.54  -0.926
O: 0.33 0.59 -1.23  -0.933
O: 2.64 -0.01 3.49  -0.932
O: 0.72 -4.07 -2.91  -0.936
H: 0.67 0.05 -0.51  0.464
H: -4.33 1.87 -1.94  0.466
H: -3.98 2.71 1.31  0.465
H: 1.84 -0.46 3.19  0.457
H: 0.23 0.79 2.00  0.454
H: -2.47 2.59 1.38  0.475
H: -0.61 0.69 -1.02  0.470
H: 4.24 -1.16 -0.77  0.472
H: 0.88 -4.86 -3.45  0.470
H: -4.48 1.53 -3.42  0.469
H: 0.46 1.25 3.43  0.473
H: 3.28 -0.71 3.62  0.473
H: 1.31 -3.41 -3.29  0.466
H: 2.88 -1.80 -1.00  0.468

Computed properties:
energy = -535.03717 Eh
energy relative to the best compared isomer or geometry (same formula, charge and spin) = 54.4 kcal/mol
structure (SMILES) = O.O.O.O.O.O.O

***

Record 2
Computed, not measured: 7 unconnected molecules or ions with the total composition H14O7 at a distorted geometry, with wB97M-V/def2-TZVPD.

Last column: natural (NBO) charge in e.
Atoms and positions in Å:
O: 1.21 1.46 0.64  -1.016
O: 0.80 -1.81 -1.01  -0.953
O: -1.80 0.55 -0.08  -1.000
O: -2.10 -2.53 -0.55  -0.974
O: 2.79 -1.16 1.68  -0.941
O: 0.11 0.74 -1.91  -1.011
O: -1.36 2.65 2.04  -0.962
H: -2.41 -2.58 0.33  0.467
H: -1.89 1.99 1.54  0.501
H: 2.61 -1.25 0.73  0.481
H: -1.54 3.48 1.61  0.469
H: -1.15 -2.29 -0.54  0.500
H: 0.28 1.85 0.84  0.516
H: 1.55 0.95 1.37  0.502
H: 0.41 0.92 -2.82  0.493
H: 3.68 -0.88 1.69  0.462
H: 1.16 -2.36 -1.70  0.466
H: -2.45 -0.19 -0.23  0.492
H: 0.54 -1.11 -1.57  0.484
H: -1.30 0.66 -0.84  0.492
H: 0.84 0.91 -1.24  0.533

Computed properties:
energy = -535.07846 Eh
energy relative to the best compared isomer or geometry (same formula, charge and spin) = 28.5 kcal/mol
structure (SMILES) = O.O.O.O.O.O.O